Record 1
A 2-piece molecular cluster, C2H8N2O overall in a non-equilibrium geometry. Source: OMol25; level of theory: ωB97M-V with the def2-TZVPD basis set.

ORCA input file:
```
! wB97M-V def2-TZVPD RIJCOSX def2/J DEFGRID3
* xyz 0 1
C 1.340 -0.653 0.334
C 0.722 0.705 0.293
N 1.279 1.771 -0.132
H 2.272 1.628 -0.335
H -0.190 0.858 1.081
H 2.283 -0.687 -0.215
H 0.703 -1.402 -0.138
H 1.501 -0.981 1.364
N -1.871 -0.834 -0.543
O -1.875 0.607 -0.508
H -1.351 1.135 0.240
H -2.653 -1.101 0.058
H -2.160 -1.046 -1.499
*
```

Summary:
structure (SMILES)	[H]/N=C\C.NO
energy relative to the best compared isomer or geometry (same formula, charge and spin)	103.3	kcal per mole
E_LUMO	1.1	eV
E_HOMO	-9.3	eV
orbital gap	10.39	eV
electronic energy	-265.6186	hartree

***

Record 2
A 2-piece molecular cluster, C2H8N2O overall in a non-equilibrium geometry. Source: OMol25; level of theory: ωB97M-V with the def2-TZVPD basis set.

ORCA input file:
```
! wB97M-V def2-TZVPD RIJCOSX def2/J DEFGRID3
* xyz 1 2
C 0.635 2.217 0.532
N 1.117 0.952 0.745
H 0.509 2.839 1.335
H 0.189 2.456 -0.374
H 0.809 0.109 -0.035
H 1.488 0.724 1.621
N -1.409 -1.281 0.022
C -0.442 -1.367 -1.084
O 0.811 -1.351 -0.591
H -1.186 -2.113 0.570
H -1.272 -0.454 0.604
H -0.581 -2.352 -1.555
H -0.668 -0.380 -1.791
*
```

Summary:
energy relative to the best compared isomer or geometry (same formula, charge and spin)	79.3	kcal per mole
E_LUMO (spin up / spin down)	-5.9 / -7.0	eV
E_HOMO (spin up / spin down)	-15.6 / -14.9	eV
orbital gap (spin up / spin down)	9.67 / 7.93	eV
electronic energy	-265.3451	hartree
expectation value of S²	0.76

***

Record 3
A 2-piece molecular cluster, C2H8N2O2 overall in a non-equilibrium geometry. Source: OMol25; level of theory: ωB97M-V with the def2-TZVPD basis set.

ORCA input file:
```
! wB97M-V def2-TZVPD RIJCOSX def2/J DEFGRID3
* xyz 0 1
C -1.527 0.853 -0.993
N -2.428 2.002 -1.045
O -1.748 -0.331 -1.065
H -0.579 1.319 -0.646
H -2.460 2.402 -0.140
H -1.950 2.608 -1.692
N 2.290 -1.519 0.034
C 1.075 -1.379 0.874
O 0.757 0.021 1.132
H 2.027 -1.277 -0.935
H 2.908 -0.838 0.438
H 0.256 -1.953 0.412
H 1.334 -1.910 1.821
H 0.047 0.003 1.806
*
```

Summary:
structure (SMILES)	NC=O.NCO
energy relative to the best compared isomer or geometry (same formula, charge and spin)	53.0	kcal per mole
E_LUMO	0.6	eV
E_HOMO	-9.8	eV
orbital gap	10.45	eV
electronic energy	-340.9460	hartree

***

Record 4
C2H8N2O2 as an isolated structure in a non-equilibrium geometry. Source: OMol25; level of theory: ωB97M-V with the def2-TZVPD basis set.

ORCA input file:
```
! wB97M-V def2-TZVPD RIJCOSX def2/J DEFGRID3
* xyz 0 1
C -1.131 -0.827 -0.119
C 1.580 -0.062 0.563
N -2.355 -0.262 -0.568
N 1.967 0.739 -0.426
O -0.226 -1.006 -1.008
O -0.425 0.278 1.096
H -0.532 1.141 0.670
H -1.335 -1.640 0.601
H -2.207 0.399 -1.321
H -2.939 0.111 0.169
H 1.838 0.375 -1.365
H 2.438 1.610 -0.224
H 1.767 0.266 1.576
H 1.560 -1.121 0.357
*
```

Summary:
energy relative to the best compared isomer or geometry (same formula, charge and spin)	76.2	kcal per mole
E_LUMO	0.6	eV
E_HOMO	-8.4	eV
orbital gap	8.95	eV
electronic energy	-340.9090	hartree

***

Record 5
One molecule with the formula C2H8N2O2 in a non-equilibrium geometry. Source: OMol25; level of theory: ωB97M-V with the def2-TZVPD basis set.

ORCA input file:
```
! wB97M-V def2-TZVPD RIJCOSX def2/J DEFGRID3
* xyz 0 1
C 0.731 1.448 -0.163
C -0.493 0.719 0.372
N 0.841 -2.457 0.065
N -0.888 -0.555 -0.532
O -1.667 1.507 0.312
O 0.539 -1.386 -0.765
H 1.499 0.726 -0.348
H 0.600 1.812 -1.137
H 1.143 2.192 0.530
H -0.189 0.406 1.402
H 0.582 -2.306 0.987
H 0.513 -3.390 -0.250
H -0.940 -0.141 -1.468
H -2.271 1.425 0.994
*
```

Summary:
structure (SMILES)	C[C@@H](O)NON
energy relative to the best compared isomer or geometry (same formula, charge and spin)	127.1	kcal per mole
E_LUMO	0.8	eV
E_HOMO	-9.0	eV
orbital gap	9.83	eV
electronic energy	-340.8279	hartree

***

Record 6
A 2-piece molecular cluster, C2H8N2O2 overall in a non-equilibrium geometry. Source: OMol25; level of theory: ωB97M-V with the def2-TZVPD basis set.

ORCA input file:
```
! wB97M-V def2-TZVPD RIJCOSX def2/J DEFGRID3
* xyz 0 1
N 1.243 0.590 0.951
C 1.055 1.341 -0.310
O 0.728 0.492 -1.490
H 2.316 0.455 1.191
H 0.852 -0.368 1.077
H 1.874 1.967 -0.491
H 0.061 1.960 -0.161
H 1.136 -0.368 -1.211
C -1.557 -1.605 0.323
N -1.633 -0.415 -0.254
O -0.618 -1.915 1.118
H -2.312 -2.348 0.094
H -0.758 0.148 -0.163
H -2.387 0.067 -0.674
*
```

Summary:
structure (SMILES)	NC=O.NCO
energy relative to the best compared isomer or geometry (same formula, charge and spin)	43.9	kcal per mole
E_LUMO	0.9	eV
E_HOMO	-9.7	eV
orbital gap	10.56	eV
electronic energy	-340.9604	hartree